Formula: C58H49F3KN2O5P2SSb
Source: the OMol25 dataset
Level of theory: ωB97M-V/def2-TZVPD

```
! wB97M-V def2-TZVPD RIJCOSX def2/J DEFGRID3
* xyz -2 1
Sb 2.753 -0.122 -2.986
K 0.051 -0.053 -0.393
S -0.637 -3.952 4.739
P 1.707 -0.170 3.015
P -0.019 2.091 2.124
F 7.330 3.948 -4.411
F -1.285 1.420 -7.490
F 5.456 -5.196 -5.563
O 0.863 3.533 -3.552
O -2.258 0.400 0.779
O 1.309 2.109 -1.869
O -4.403 0.765 0.178
O -4.104 4.221 -3.411
N -1.385 1.895 -1.337
N 0.368 0.905 3.390
C 2.857 0.471 6.948
C 3.910 -3.425 -5.764
C 3.630 -1.095 4.802
C 3.361 0.393 0.867
C 1.423 0.359 -4.580
C -2.321 3.557 1.996
C -0.967 2.716 -2.294
C 5.089 2.065 0.808
C 1.161 -3.940 4.691
C 0.551 2.794 -2.603
C 1.184 3.442 2.380
C -2.726 3.848 4.724
C 1.741 3.953 1.214
C 3.691 -1.824 -3.953
C -1.662 3.096 4.255
C 2.633 5.015 1.279
C 5.613 0.802 -3.929
C -3.187 3.453 -2.735
C 0.947 1.272 -6.767
C 4.392 1.038 0.198
C 6.343 3.051 -4.136
C -0.850 0.017 3.498
C -0.864 0.527 -5.346
C 4.653 -2.539 -3.249
C 4.312 -1.183 6.005
C 4.087 2.601 -3.519
C -1.834 3.532 -3.010
C 3.737 1.811 2.773
C 1.532 3.994 3.612
C 4.769 2.447 2.107
C -3.589 4.462 3.826
C 3.002 0.799 2.152
C 5.262 -3.668 -3.777
C 3.327 -2.294 -5.210
C -0.394 1.067 -6.525
C 4.338 1.228 -3.578
C 0.418 -2.642 -2.067
C 1.356 -2.855 -1.045
C 2.175 0.559 5.743
C -3.385 4.316 2.464
C 0.657 -2.950 0.171
C 2.981 5.556 2.503
C 2.433 5.043 3.675
C -0.952 -2.493 3.725
C -2.693 1.823 -1.072
C -0.700 -1.177 4.448
C 2.559 -0.217 4.653
C -3.174 0.886 0.077
C 1.851 0.916 -5.779
C 5.087 3.520 -3.804
C 4.874 -4.087 -5.033
C 3.928 -0.399 7.083
C 0.061 0.173 -4.374
C -3.634 2.582 -1.756
C 6.633 1.706 -4.207
C -1.453 2.940 2.884
C -0.863 -2.599 -1.481
C -0.715 -2.794 -0.100
H 1.334 1.230 5.625
H -0.340 -2.559 2.822
H 5.145 -1.870 6.100
H 1.513 -4.795 5.266
H 3.096 2.965 -3.268
H -1.407 -1.088 5.278
H 1.495 3.504 0.258
H 4.653 0.743 -0.810
H -1.520 -2.786 0.623
H -2.181 3.433 0.930
H -0.300 -0.252 -3.446
H -1.149 -0.334 2.504
H 2.565 -1.775 -5.781
H -4.065 4.773 1.756
H 1.516 -4.034 3.665
H 3.623 -3.796 -6.739
H 2.426 -2.978 -1.175
H 5.834 -0.255 -4.002
H 5.313 3.247 2.595
H 0.630 -2.592 -3.130
H -4.427 5.045 4.192
H 0.282 -1.205 4.921
H 3.937 -1.713 3.965
H -1.926 0.398 -5.189
H 1.266 1.716 -7.701
H -4.679 2.473 -1.504
H -1.676 0.636 3.833
H 2.708 5.466 4.635
H -1.989 -2.553 3.390
H 4.894 4.584 -3.772
H 1.098 3.591 4.518
H 3.493 2.105 3.783
H -1.416 4.183 -3.770
H 4.940 -2.225 -2.250
H 2.908 1.097 -5.942
H 2.836 -0.422 0.376
H -2.884 3.949 5.791
H 3.686 6.378 2.553
H 7.627 1.377 -4.480
H 2.546 1.086 7.784
H -1.802 -2.453 -2.001
H 1.101 -3.116 1.146
H 3.066 5.403 0.365
H 5.885 2.566 0.270
H 1.577 -3.036 5.134
H -3.624 4.741 -4.062
H 4.458 -0.472 8.025
H 6.008 -4.228 -3.228
H -0.991 2.606 4.952
*
```

Values from the calculation:
- HOMO-LUMO gap (eV) = 5.662
- E (Eh) = -4946.1372
- HOMO energy (eV) = -1.99
- energy relative to the best compared isomer or geometry (same formula, charge and spin) (eV) = 0.262

Formula: C4H8O2
Source: the OMol25 dataset
Level of theory: ωB97M-V/def2-TZVPD

```
! wB97M-V def2-TZVPD RIJCOSX def2/J DEFGRID3
* xyz 0 1
O -0.308 0.643 -1.718
O -0.408 -1.140 -0.326
C 0.124 1.356 -0.614
C 1.069 -0.787 1.495
C -1.111 -0.436 -1.296
C -0.061 -0.263 0.656
H -1.277 -1.086 -2.151
H -2.059 -0.085 -0.850
H -0.587 2.199 -0.392
H 1.441 0.001 2.148
H 0.780 -1.634 2.142
H 1.132 1.740 -0.726
H 1.872 -1.150 0.843
H -0.606 0.642 0.789
*
```

Values from the calculation:
- HOMO-LUMO gap (eV) = 9.059
- E (Eh) = -307.5584
- HOMO energy (eV) = -7.96
- energy relative to the best compared isomer or geometry (same formula, charge and spin) (eV) = 4.191

Formula: C6H9NS
Source: the OMol25 dataset
Level of theory: ωB97M-V/def2-TZVPD

```
! wB97M-V def2-TZVPD RIJCOSX def2/J DEFGRID3
* xyz 0 1
S -0.856 -1.042 -1.369
N 1.019 1.310 -1.144
C 1.120 0.330 -0.118
C 0.754 -1.138 -0.515
C -0.083 0.111 0.785
C -1.322 0.037 -0.114
C 0.399 -1.350 0.926
C -2.476 0.685 0.090
H 1.077 2.242 -0.675
H 2.102 0.290 0.409
H -3.247 0.606 -0.681
H 1.822 1.214 -1.771
H -0.242 -2.242 1.177
H 1.498 -1.615 -1.215
H 1.317 -1.387 1.539
H -0.221 0.748 1.649
H -2.661 1.200 1.028
*
```

Values from the calculation:
- HOMO-LUMO gap (eV) = 8.711
- E (Eh) = -686.8961
- HOMO energy (eV) = -7.91
- energy relative to the best compared isomer or geometry (same formula, charge and spin) (eV) = 1.816

Formula: C3H4ClNO2
Source: the OMol25 dataset
Level of theory: ωB97M-V/def2-TZVPD

```
! wB97M-V def2-TZVPD RIJCOSX def2/J DEFGRID3
* xyz 0 1
Cl 3.878 -0.056 1.014
O 0.196 0.193 -1.712
O 0.685 1.004 0.403
N 3.963 -0.280 -1.636
C -0.633 1.376 0.947
C 0.809 0.506 -0.746
C 3.396 0.022 -0.632
H 4.882 -0.404 -1.733
H -1.084 1.943 0.234
H -1.219 0.641 1.594
H -0.410 2.112 1.751
*
```

Values from the calculation:
- HOMO-LUMO gap (alpha / beta) (eV) = 7.814 / 8.306
- E (Eh) = -781.9720
- HOMO energy (alpha / beta) (eV) = -7.93 / -8.10
- energy relative to the best compared isomer or geometry (same formula, charge and spin) (eV) = 4.980

Formula: C15H29NO3PTb
Source: the OMol25 dataset
Level of theory: ωB97M-V/def2-TZVPD

```
! wB97M-V def2-TZVPD RIJCOSX def2/J DEFGRID3
* xyz 3 8
Tb 2.204 1.978 2.511
P 0.994 1.892 -1.696
O -3.029 3.534 1.839
O 0.862 -3.765 -0.137
O -1.363 2.148 2.389
N 0.917 -2.619 -0.501
C -0.450 2.154 1.290
C 2.357 2.785 -0.751
C -0.754 0.864 0.418
C -1.622 -2.324 -0.140
C -0.639 -3.015 -2.380
C -0.412 3.030 -2.160
C 1.695 -0.213 0.024
C -0.241 -0.623 -1.634
C 3.115 -2.250 0.552
C 0.379 0.431 -0.614
C -2.704 2.403 1.952
C -3.774 1.301 1.648
C 1.046 -1.834 1.962
C 1.592 -1.722 0.458
C -0.352 -2.112 -1.060
H 0.361 -0.702 -2.585
H -1.068 -2.355 -3.174
H 3.307 2.176 -0.783
H -2.513 -1.751 -0.522
H -1.084 0.062 1.121
H 2.588 3.798 -1.172
H 0.341 -3.422 -2.729
H 2.109 2.919 0.365
H -1.102 3.308 -1.324
H 0.420 -0.957 2.272
H -1.936 -3.405 -0.132
H 0.525 -2.797 2.175
H 3.807 -1.468 0.950
H -1.256 -0.254 -1.946
H -0.996 2.575 -3.003
H 0.604 2.035 1.704
H -4.073 1.429 0.569
H 1.976 0.421 0.933
H -1.491 -2.027 0.930
H 3.434 -2.479 -0.506
H -4.658 1.336 2.328
H -1.661 1.124 -0.204
H 3.150 -3.215 1.115
H 0.038 3.974 -2.585
H 1.955 -1.820 2.633
H 2.532 -0.080 -0.713
H -3.301 0.278 1.711
H -0.511 3.125 0.736
H -1.318 -3.873 -2.133
*
```

Values from the calculation:
- HOMO-LUMO gap (alpha / beta) (eV) = 4.817 / 4.820
- E (Eh) = -2033.8521
- ⟨S²⟩ = 15.7717
- HOMO energy (alpha / beta) (eV) = -17.35 / -17.35

Formula: C2H3N2O2
Source: the OMol25 dataset
Level of theory: ωB97M-V/def2-TZVPD

```
! wB97M-V def2-TZVPD RIJCOSX def2/J DEFGRID3
* xyz -1 1
O -0.269 0.910 -0.455
O 0.504 -1.433 0.189
N 0.982 -0.445 -0.436
N 2.982 0.846 0.381
C 2.003 0.269 0.079
C -1.391 0.203 -0.071
H -1.938 0.702 0.861
H -2.002 -0.189 -0.854
H -0.872 -0.863 0.307
*
```

Values from the calculation:
- HOMO-LUMO gap (eV) = 8.023
- E (Eh) = -337.8717
- HOMO energy (eV) = -3.51
- energy relative to the best compared isomer or geometry (same formula, charge and spin) (eV) = 3.748

Formula: C26H30Cl5N6O4OsS
Source: the OMol25 dataset
Level of theory: ωB97M-V/def2-TZVPD

```
! wB97M-V def2-TZVPD RIJCOSX def2/J DEFGRID3
* xyz 1 1
Os -0.164 0.815 -1.044
Cl 0.072 1.053 -4.680
Cl 4.051 4.697 -4.442
Cl 2.315 2.431 0.073
Cl 4.140 4.404 -1.374
Cl 2.080 2.976 -6.109
S -1.588 0.351 -2.560
O 0.949 0.028 -5.242
O -0.610 1.904 -5.641
O -1.865 -1.004 -2.954
O -2.572 1.310 -2.973
N -1.989 2.352 1.127
N -1.922 -2.204 -0.466
N -1.784 0.792 2.824
N -0.200 0.893 1.077
N -0.021 -3.455 -0.345
N 0.167 -1.118 -0.610
C 3.439 -0.151 2.905
C 4.161 -1.102 0.741
C 2.051 2.880 -4.410
C -2.682 -3.248 -1.145
C 2.093 2.648 -1.636
C -1.303 1.343 1.685
C 3.144 -0.614 1.596
C 1.828 -0.485 1.100
C -2.468 1.584 3.838
C -0.602 -4.387 0.616
C 1.109 -4.006 -1.085
C 3.893 -1.377 -0.571
C 2.958 3.642 -3.664
C 1.237 0.814 3.056
C 1.173 2.085 -3.700
C -2.759 -1.147 0.058
C 2.982 3.511 -2.275
C -0.564 -2.222 -0.508
C 1.092 1.925 -2.313
C -1.489 -0.576 3.220
C -1.365 3.255 0.168
C 0.895 0.341 1.818
C 1.542 -1.023 -0.193
C 2.568 -1.340 -1.042
C 2.494 0.515 3.627
C -3.447 2.424 1.171
H -2.015 -3.900 -1.699
H -3.859 1.527 1.623
H -2.179 -0.448 0.646
H 1.178 -3.550 -2.066
H -3.359 -2.776 -1.856
H 5.169 -1.186 1.128
H -1.941 1.464 4.788
H -2.419 -1.049 3.542
H 0.199 -4.779 1.245
H -3.819 2.501 0.147
H -3.292 -0.604 -0.727
H -1.789 4.251 0.300
H -1.076 -1.134 2.385
H 2.345 -1.607 -2.066
H 0.915 -5.069 -1.227
H -0.771 -0.608 4.042
H 2.728 0.893 4.613
H -2.455 2.636 3.567
H 2.054 -3.892 -0.555
H -3.264 -3.838 -0.433
H -1.325 -3.880 1.249
H -3.520 -1.599 0.702
H -3.501 1.259 3.974
H 4.690 -1.661 -1.245
H 0.577 1.497 3.576
H -1.090 -5.227 0.117
H 4.437 -0.292 3.298
H -3.789 3.296 1.729
H -1.571 2.947 -0.866
H -0.293 3.314 0.349
*
```

Values from the calculation:
- HOMO-LUMO gap (eV) = 7.251
- E (Eh) = -4427.5907
- HOMO energy (eV) = -10.81
- energy relative to the best compared isomer or geometry (same formula, charge and spin) (eV) = 0.374

Formula: C4H7N3O
Source: the OMol25 dataset
Level of theory: ωB97M-V/def2-TZVPD

```
! wB97M-V def2-TZVPD RIJCOSX def2/J DEFGRID3
* xyz 0 1
O 1.597 0.776 1.924
N 0.169 -0.227 0.448
N -0.215 0.070 -0.900
N 0.497 1.174 -1.277
C 1.270 1.583 -0.333
C 0.297 -1.665 0.757
C -1.654 0.262 -0.853
C 1.073 0.736 0.835
H -1.906 0.970 -0.131
H 1.088 -2.141 0.180
H -0.676 -2.052 0.457
H 1.911 2.479 -0.340
H -2.107 -0.742 -0.677
H 0.604 -1.833 1.766
H -1.950 0.609 -1.857
*
```

Values from the calculation:
- HOMO-LUMO gap (eV) = 9.607
- E (Eh) = -396.0596
- HOMO energy (eV) = -9.16
- energy relative to the best compared isomer or geometry (same formula, charge and spin) (eV) = 2.416

Formula: C32H48O28RbS
Source: the OMol25 dataset
Level of theory: ωB97M-V/def2-TZVPD

```
! wB97M-V def2-TZVPD RIJCOSX def2/J DEFGRID3
* xyz -2 2
Rb -12.398 -2.271 9.811
S -13.197 0.752 11.262
O -5.315 -0.137 13.754
O -12.037 -0.042 11.707
O -10.467 1.792 6.890
O -17.450 1.396 8.591
O -13.864 7.758 10.364
O -18.378 2.219 15.279
O -15.653 -0.307 6.503
O -14.311 0.509 12.188
O -11.795 7.272 9.666
O -16.355 5.828 10.331
O -16.662 -0.611 4.511
O -12.424 -3.364 15.772
O -18.799 0.550 6.945
O -10.570 -4.078 16.948
O -7.323 0.853 13.731
O -11.332 3.608 7.628
O -20.094 2.679 16.731
O -13.600 0.316 9.925
O -10.390 -2.724 15.089
O -20.089 0.743 15.431
O -17.404 5.998 8.284
O -12.845 2.180 11.292
O -6.866 -0.607 12.185
O -15.689 4.594 8.711
O -18.356 -0.622 8.830
O -14.968 0.860 4.820
O -12.343 6.899 11.784
O -10.548 3.515 5.515
C -8.008 0.053 11.723
C -11.078 4.923 12.211
C -9.163 2.159 12.851
C -19.167 0.154 14.537
C -16.719 -1.578 10.286
C -10.894 1.417 8.166
C -18.159 1.252 14.284
C -17.015 0.972 9.850
C -12.583 -2.830 14.457
C -16.680 0.892 14.231
C -9.695 0.776 8.896
C -14.852 4.122 9.762
C -17.698 -0.414 10.039
C -8.539 0.761 13.017
C -13.870 -1.967 14.244
C -6.438 0.022 13.285
C -18.239 0.450 8.036
C -14.221 2.720 6.095
C -15.694 4.394 12.180
C -10.791 6.455 10.133
C -12.746 7.347 10.598
C -11.064 -3.425 16.018
C -15.289 5.037 10.881
C -15.855 -0.046 5.220
C -14.074 1.212 5.903
C -16.510 5.558 9.013
C -11.280 -2.084 14.145
C -19.552 1.926 15.909
C -10.781 3.051 6.597
C -14.565 0.321 7.020
C -11.049 6.311 11.633
C -11.464 2.685 8.780
H -15.915 -1.578 9.551
H -11.041 -2.398 13.129
H -15.919 5.130 12.952
H -13.035 1.000 5.651
H -19.673 -0.245 13.657
H -15.104 3.100 10.045
H -8.375 2.644 12.274
H -11.636 0.621 8.100
H -10.688 5.464 9.690
H -16.589 3.788 12.048
H -11.817 4.355 11.645
H -14.435 5.708 10.973
H -16.396 0.239 13.405
H -16.048 1.772 14.108
H -10.003 0.206 9.773
H -14.815 -2.339 14.641
H -12.509 2.538 9.055
H -11.390 4.888 13.255
H -17.254 1.710 10.616
H -13.972 -1.781 13.175
H -13.757 -1.001 14.736
H -10.140 4.371 12.157
H -9.185 -0.012 8.342
H -13.792 4.311 9.593
H -15.926 0.933 9.823
H -11.114 -1.014 14.270
H -18.722 -0.702 15.044
H -9.181 2.726 13.782
H -7.593 0.802 11.050
H -14.905 3.780 12.616
H -13.831 3.247 5.224
H -10.312 6.863 12.216
H -13.782 -0.357 7.361
H -9.796 6.892 10.055
H -10.136 2.228 12.366
H -8.737 -0.596 11.237
H -16.316 0.542 15.197
H -15.259 2.995 6.281
H -17.308 -2.483 10.139
H -12.639 -3.703 13.807
H -14.792 1.008 7.835
H -18.485 -0.241 10.774
H -18.423 1.678 13.316
H -16.251 -1.522 11.269
H -9.021 1.570 9.217
H -13.722 3.094 6.989
H -10.830 2.922 9.635
H -9.258 0.092 13.490
*
```

Values from the calculation:
- HOMO-LUMO gap (alpha / beta) (eV) = 2.867 / 7.836
- E (Eh) = -3777.3657
- ⟨S²⟩ = 0.7503
- HOMO energy (alpha / beta) (eV) = 0.38 / -4.53

Formula: C4H12ClN2Si
Source: the OMol25 dataset
Level of theory: ωB97M-V/def2-TZVPD

```
! wB97M-V def2-TZVPD RIJCOSX def2/J DEFGRID3
* xyz 1 1
Cl -1.361 2.103 0.542
Si -2.544 -0.534 1.621
N -1.162 -0.053 -0.859
N 1.372 0.235 0.272
C -0.882 0.944 -1.917
C 2.837 0.385 0.356
C 0.489 0.327 1.175
C -1.331 0.332 0.361
H -2.255 0.297 2.840
H 3.236 0.238 1.342
H -1.652 1.676 -1.985
H -2.430 -2.012 1.631
H -3.858 0.105 0.977
H 1.028 0.112 -0.625
H -1.034 0.283 -2.772
H 0.963 0.414 2.335
H 3.104 -0.576 -0.068
H 0.053 1.479 -1.837
H -1.316 -1.014 -1.089
H 3.274 1.304 -0.083
*
```

Values from the calculation:
- HOMO-LUMO gap (eV) = 9.740
- E (Eh) = -1018.4185
- HOMO energy (eV) = -13.12
- energy relative to the best compared isomer or geometry (same formula, charge and spin) (eV) = 2.843

Which value of E does entry 3 give?
-686.8961 Eh

E of number 3 (C6H9NS)?
-686.8961 Eh

Look up the E of the seventh one.
-4427.5907 Eh

Among the records above, which one has the lowest E?
C58H49F3KN2O5P2SSb